{"formula": "H35O17", "method": "the ωB97M-V functional and the def2-TZVPD basis", "elements": ["O", "O", "O", "O", "O", "O", "O", "O", "O", "O", "O", "O", "O", "O", "O", "O", "O", "H", "H", "H", "H", "H", "H", "H", "H", "H", "H", "H", "H", "H", "H", "H", "H", "H", "H", "H", "H", "H", "H", "H", "H", "H", "H", "H", "H", "H", "H", "H", "H", "H", "H", "H"], "xyz": [[-1.6108, -0.2666, 2.3206], [-4.7795, 1.5555, -1.7518], [2.1897, 0.6008, -0.5190], [4.1061, 1.8844, 1.6489], [-1.7244, 1.1998, -2.2025], [-0.3117, 1.1358, 4.3917], [1.6738, 2.2766, 3.0512], [0.0612, -3.4762, -2.1280], [-3.3937, -0.9382, -1.2320], [1.7087, -1.1784, 1.5914], [1.3158, -0.5253, -2.8637], [-2.4455, -2.3567, 0.8602], [3.5003, -3.2345, 0.4191], [-0.3221, 1.6709, -4.5535], [-1.9656, 2.3461, 0.2815], [-0.2452, -0.0279, -0.0036], [4.0571, -0.7864, 1.3774], [3.7305, -4.1295, 0.6741], [-2.3763, -3.2344, 0.4805], [-2.2759, 3.2554, 0.3160], [1.3545, 2.0932, 3.9536], [1.3303, 1.0459, -0.4707], [-2.4797, -0.8092, -1.5120], [1.1131, -0.7230, 0.9190], [4.1099, 0.1653, 1.1497], [-2.0284, -0.9127, 2.9046], [4.6211, -1.3415, 0.8277], [0.4688, -0.0963, -2.7281], [2.3703, 0.5252, -1.4655], [4.6852, 2.6463, 1.5772], [-0.7995, -0.8089, -0.1356], [-1.1856, 1.5255, -2.9578], [1.2814, -1.4518, -3.1095], [-0.2903, 0.7820, -4.9177], [0.2038, -4.0763, -1.3888], [3.2219, 2.1907, 1.8984], [-0.4477, 0.8378, 3.4849], [2.5586, -3.1164, 0.2942], [2.7950, -0.9397, 1.2806], [-1.8945, 2.1304, -0.6696], [-2.4375, 0.7681, -2.6938], [-3.5816, -0.0868, -0.8027], [-1.1201, 1.3936, 4.8381], [-4.9889, 2.4805, -1.6032], [1.4735, -0.7560, 2.4347], [0.8897, 2.5872, 2.5870], [-0.5783, 0.2196, 0.8789], [-3.1117, -1.8253, 0.3978], [-0.2295, 2.3257, -5.2522], [-2.2401, 0.4715, 2.3695], [-5.5046, 0.9802, -1.4906], [-0.4517, -3.9957, -2.7566]], "forces_ev_per_angstrom": [[-0.6, 0.8, 0.7], [0.6, -0.4, -0.1], [0.4, 0.7, 0.2], [0.1, -0.2, -0.2], [0.3, -0.2, -1.2], [0.9, 0.2, 0.6], [0.0, -0.1, -0.1], [-0.1, 0.0, 0.0], [-0.1, 0.4, 0.3], [-1.0, 0.6, -0.5], [0.9, 0.6, -0.3], [0.6, 0.0, 0.8], [0.7, 0.5, -0.2], [-0.1, 0.1, 0.5], [0.0, 0.1, 0.1], [-0.2, -0.5, 1.0], [-0.7, 0.4, 0.0], [-0.5, -0.2, 0.0], [-0.5, 0.1, -0.3], [0.0, 0.0, 0.0], [0.0, 0.0, -0.4], [0.3, -0.3, -0.2], [0.0, -0.2, 0.0], [0.1, -0.3, -0.2], [0.7, 0.4, 0.0], [0.3, -0.4, -0.3], [-0.2, 0.0, -0.2], [-0.4, -0.7, 0.0], [-0.1, -0.2, 0.1], [-0.1, 0.0, 0.0], [0.0, -0.3, -0.2], [0.0, 0.2, 0.4], [-0.7, 0.0, 0.2], [0.2, 0.2, -0.4], [0.0, 0.0, 0.0], [0.1, 0.1, 0.2], [-0.8, -0.1, 0.3], [-0.1, -0.5, 0.1], [0.8, -0.5, 0.7], [0.0, -0.2, 0.2], [-0.4, 0.3, 0.3], [-0.2, 0.1, -0.3], [-0.2, -0.2, -0.4], [-0.4, -0.2, 0.2], [0.4, -0.2, 0.1], [0.0, 0.2, 0.1], [-0.3, 0.3, -0.4], [0.2, -0.6, -0.5], [0.0, -0.3, -0.1], [0.2, 0.0, -0.4], [-0.3, 0.5, 0.0], [0.0, 0.0, 0.0]], "lumo_ev": -2.5, "e_tot_ev": -35370.7936, "orbital_gap_ev": 10.732, "total_charge": 1, "homo_ev": -13.20}


{"formula": "C11H15IrNP", "method": "the ωB97M-V functional and the def2-TZVPD basis", "elements": ["Ir", "P", "N", "C", "C", "C", "C", "C", "C", "C", "C", "C", "C", "C", "H", "H", "H", "H", "H", "H", "H", "H", "H", "H", "H", "H", "H", "H", "H"], "xyz": [[-0.1154, 0.2533, -1.9092], [0.8142, -1.7365, -1.9785], [-0.2699, -1.4177, 2.1408], [-1.9419, -4.0116, 4.1872], [-0.4859, -2.5653, 2.8339], [0.5469, -3.5332, 2.9475], [1.0879, 2.7394, -0.3798], [-1.1166, 1.6593, -0.6770], [-0.7583, 1.8985, 0.7934], [0.3279, -4.7267, 3.6525], [0.5385, 2.4591, 0.9038], [0.1223, 2.3151, -1.4469], [-1.7386, -2.8192, 3.4559], [-0.9032, -4.9548, 4.2836], [0.0352, 2.8141, -2.4628], [-1.0585, -5.8669, 4.8600], [1.1051, 2.5814, 1.8610], [-1.0053, -0.7422, 1.9631], [1.8242, -1.7984, -3.0223], [-2.8980, -4.1900, 4.6608], [1.5065, -3.3299, 2.4773], [0.5788, -1.2616, 1.6112], [1.5327, -2.3060, -0.7970], [-2.5332, -2.0915, 3.3635], [-1.4498, 1.7201, 1.5985], [1.9774, 3.3000, -0.5769], [-0.1653, -2.7512, -2.3303], [1.1202, -5.4721, 3.6944], [-2.1815, 1.7253, -1.0708]], "forces_ev_per_angstrom": [[-0.2, 0.7, 0.3], [0.5, -0.9, 0.3], [-0.1, 0.2, -0.1], [1.2, -1.4, 0.3], [0.0, 0.2, -0.2], [-0.6, 1.7, -0.6], [-1.7, -0.7, 0.8], [0.9, 1.1, -0.3], [1.1, 0.4, -1.3], [-1.2, -1.0, 1.0], [0.0, -0.4, -0.3], [-1.5, -0.3, -0.5], [1.2, 0.8, -0.9], [-0.2, -0.2, 0.2], [0.1, -0.1, 1.7], [0.1, 0.3, -0.3], [-0.8, 0.1, -1.0], [0.2, -0.3, 0.1], [-0.4, -0.7, 0.8], [0.0, 0.0, 0.0], [-0.1, -0.1, 0.1], [-0.3, -0.1, 0.2], [-0.6, 0.4, -1.3], [0.0, 0.0, 0.0], [0.0, -0.1, 0.2], [0.4, 0.0, 0.0], [1.0, 0.2, 0.1], [-0.2, 0.1, 0.1], [1.4, 0.2, 0.7]], "s_squared": 8.810, "spin_multiplicity": 6, "lumo_ev": [-4.2, -8.6], "e_tot_ev": -25251.4811, "orbital_gap_ev": [2.679, 2.101], "total_charge": 1, "homo_ev": [-6.93, -10.71]}


{"formula": "C3H5N3", "method": "the ωB97M-V functional and the def2-TZVPD basis", "elements": ["N", "N", "N", "C", "C", "C", "H", "H", "H", "H", "H"], "xyz": [[-1.6312, -0.6641, -0.1338], [2.0322, -0.5472, -0.1764], [0.0448, 2.2819, 0.8373], [0.8378, -0.9887, -0.1389], [-0.1194, 1.1629, 0.3750], [-0.3238, -0.1055, 0.0400], [-2.0318, -0.4383, -1.0380], [0.2220, 3.0241, 0.1610], [0.5540, -2.0457, -0.2336], [2.6907, -1.3185, -0.2792], [-2.2754, -0.3610, 0.5867]], "forces_ev_per_angstrom": [[-0.2, 0.1, 0.0], [-0.2, -0.3, 0.0], [-0.1, -0.6, -0.3], [0.1, 0.1, 0.0], [0.0, 0.4, 0.2], [0.2, 0.2, 0.1], [0.0, -0.1, 0.1], [0.0, 0.0, 0.0], [0.1, 0.1, 0.0], [-0.1, 0.1, 0.0], [0.1, -0.1, -0.1]], "smiles": "[H]/N=C/C(N)=C=N", "lumo_ev": 0.9, "e_tot_ev": -7660.4718, "orbital_gap_ev": 9.528, "total_charge": 0, "homo_ev": -8.65}